An isolated molecule of C22H24ClN5O4S in a non-equilibrium geometry, computed with ωB97M-V/def2-TZVPD.

## Properties
Electronic energy in Eh: -2285.9289
SMILES: CCOC(=O)N1CCC(Nc2nc3ccccc3nc2NS(=O)(=O)c2ccc(Cl)cc2)CC1
Lowest unoccupied orbital energy in eV: -0.249
Orbital gap in eV: 7.93
Energy above the lowest of the compared OMol25 structures with the same formula, charge and spin in kJ/mol: 6.1
HOMO level in eV: -8.17

XYZ file:
```
57
C22H24ClN5O4S, DFT ωB97M-V/def2-TZVPD
C -8.144 -1.473 -1.484
C -7.734 -0.351 -0.548
H -7.822 -0.656 0.501
H -8.356 0.539 -0.695
O -6.374 -0.018 -0.822
C -5.861 0.969 -0.054
O -6.486 1.530 0.816
N -4.589 1.281 -0.396
C -3.791 0.528 -1.336
H -4.441 -0.144 -1.894
C -2.704 -0.257 -0.598
C -1.851 0.699 0.235
N -0.831 -0.031 0.954
C 0.445 0.382 1.024
N 0.786 1.548 0.517
C 2.068 1.957 0.655
C 2.482 3.171 0.081
C 3.778 3.590 0.229
C 4.703 2.826 0.952
C 4.328 1.637 1.522
C 3.011 1.181 1.373
N 2.658 -0.042 1.853
C 1.438 -0.441 1.670
N 1.111 -1.753 2.040
H 1.820 -2.134 2.656
S 0.945 -2.811 0.711
O -0.402 -2.715 0.234
O 1.424 -4.082 1.151
C 2.063 -2.037 -0.450
C 3.421 -2.175 -0.239
C 4.303 -1.364 -0.930
C 3.799 -0.410 -1.807
C 2.435 -0.296 -2.041
C 1.562 -1.116 -1.351
H 0.495 -1.045 -1.490
H 2.065 0.445 -2.732
Cl 4.882 0.663 -2.598
H 5.366 -1.443 -0.772
H 3.772 -2.907 0.472
H 5.023 1.027 2.077
H 5.718 3.180 1.055
H 4.096 4.522 -0.214
H 1.756 3.752 -0.467
H -1.033 -0.984 1.220
C -2.751 1.477 1.202
H -2.153 2.193 1.766
C -3.839 2.212 0.419
H -4.543 2.702 1.093
H -3.384 2.962 -0.236
H -3.215 0.782 1.905
H -1.329 1.413 -0.413
H -2.084 -0.800 -1.312
H -3.170 -0.990 0.063
H -3.326 1.235 -2.033
H -7.508 -2.341 -1.329
H -9.177 -1.749 -1.290
H -8.049 -1.152 -2.518
```